The following is a DFT calculation (the ωB97M-V functional and the def2-TZVPD basis) of a molecular structure, C27H22N5OsS2.

Structure (XYZ):
```
57
C27H22N5OsS2 the ωB97M-V functional and the def2-TZVPD basis
Os -0.16464 0.53607 0.68184
C 2.00457 5.16467 -0.90027
S 3.09634 3.96736 -0.11376
C 2.05898 2.54651 0.06976
S 0.34007 2.58378 -0.30422
N 2.68468 1.50222 0.48739
N 1.83964 0.44884 0.71897
C 2.37893 -0.76715 0.91197
C 1.47658 -1.80687 0.74440
C 1.78478 -3.19777 0.79986
C 0.88190 -4.11730 0.37939
C -0.37463 -3.67676 -0.11892
C -0.66750 -2.34917 -0.10116
N 0.19425 -1.40410 0.37111
H 2.52309 6.12142 -0.84588
H 1.06181 5.23941 -0.36502
H 1.81133 4.91469 -1.94186
H 3.44472 -0.89362 1.04686
H 2.76332 -3.48784 1.16183
H 1.11716 -5.17381 0.41192
H -1.11404 -4.37659 -0.48203
H -1.62130 -1.96964 -0.43578
C 2.63256 0.86920 5.31906
C 1.92407 -0.32438 5.41824
C 0.90127 -0.61596 4.53460
C 0.57475 0.28784 3.52164
C 1.26139 1.49439 3.44069
C 2.29167 1.77464 4.32772
N -0.44192 -0.00586 2.55859
N -1.30784 -0.87590 3.01802
C -2.41674 -1.15566 2.33142
C -3.19416 -2.21354 2.90574
C -4.40000 -2.57265 2.40287
C -4.94404 -1.85421 1.29957
C -4.25572 -0.81862 0.75591
C -2.94010 -0.43128 1.19829
H 3.43744 1.08736 6.01008
H 2.18024 -1.04473 6.18634
H 0.35984 -1.54776 4.59752
H 0.98479 2.21769 2.68498
H 2.82473 2.71251 4.23233
H -2.76108 -2.72295 3.75722
H -4.95361 -3.39363 2.84230
H -5.90451 -2.14163 0.88837
H -4.67426 -0.29420 -0.09340
C -2.17426 0.51613 0.50053
C -2.90770 1.44629 -0.39643
C -2.54286 1.59989 -1.73614
C -3.20433 2.49530 -2.56317
C -4.23738 3.27876 -2.06676
C -4.60496 3.14927 -0.73382
C -3.95445 2.23965 0.08538
H -1.72077 1.00657 -2.11685
H -2.90223 2.58974 -3.59947
H -4.74559 3.98762 -2.70903
H -5.40264 3.76103 -0.32870
H -4.24416 2.14262 1.12528
```

Output
* HOMO energy (spin up / spin down): -3.016 / -3.016 eV
* F_max: 0.2 eV/A
* 2S+1: 1
* charge: -1